# 1
Below is a molecular structure, C23H28Cl18NO3P in a non-equilibrium geometry, with properties calculated with ωB97M-V/def2-TZVPD.

Geometry (Å):
N  3.9894  2.1570  0.6790
P  3.5199  0.8417  -0.3877
O  4.8733  -0.0159  -0.8611
C  2.9097  1.5939  -1.9842
C  3.7607  1.8184  -3.0921
C  3.2899  2.3550  -4.2798
C  1.9395  2.7238  -4.4112
C  1.0900  2.5113  -3.3409
C  1.5791  1.9524  -2.1481
C  0.5880  1.7030  -1.0302
O  0.8268  1.9369  0.1301
C  -0.7372  1.1693  -1.5169
C  -1.3872  0.1485  -0.8506
C  -2.5895  -0.3306  -1.3987
C  -3.1087  0.2531  -2.5360
C  -2.4467  1.3074  -3.2047
C  -1.2364  1.7457  -2.7008
C  -0.3952  2.8173  -3.3640
O  -0.8554  3.8250  -3.8368
H  3.1342  2.5008  1.1124
H  4.3783  2.9594  0.1577
H  4.5815  -0.6057  -1.5760
H  4.8013  1.5150  -2.9850
H  3.9476  2.4951  -5.1347
H  1.5785  3.1335  -5.3499
H  -0.9319  -0.2690  0.0441
H  -3.0853  -1.1582  -0.8974
H  -4.0389  -0.0923  -2.9811
H  -2.8538  1.7566  -4.1068
C  4.3037  -0.6837  3.4331
Cl  3.3100  -0.4212  4.8779
Cl  3.9170  0.4992  2.1484
H  5.3480  -0.5789  3.7047
H  4.1166  -1.6877  3.0600
C  -5.0505  3.4248  -0.5223
Cl  -6.7476  2.9905  -0.7913
Cl  -3.9994  2.7534  -1.7887
H  -4.9598  4.5030  -0.5266
H  -4.7349  3.0269  0.4372
C  -3.3244  -0.6612  3.5111
Cl  -2.2648  -1.8433  2.7341
Cl  -4.5752  -0.0732  2.4076
H  -3.8045  -1.1324  4.3613
H  -2.7255  0.1809  3.8394
C  -3.2119  7.4725  0.4499
Cl  -4.7375  8.1794  0.9916
Cl  -3.3233  5.7123  0.3100
H  -2.9615  7.8818  -0.5220
H  -2.4381  7.7168  1.1686
C  -2.8957  -5.9343  2.0561
Cl  -3.8564  -5.6906  3.5213
Cl  -3.2744  -4.7172  0.8299
H  -1.8443  -5.8592  2.3111
H  -3.1112  -6.9169  1.6543
C  -5.2425  -8.9957  1.3977
Cl  -4.3841  -9.3674  -0.1024
Cl  -4.1771  -9.1122  2.8029
H  -5.6286  -7.9834  1.3371
H  -6.0579  -9.6994  1.5187
C  2.5792  -2.6152  -3.1597
Cl  4.0524  -1.7643  -3.6777
Cl  1.4747  -1.5277  -2.3239
H  2.0841  -3.0169  -4.0364
H  2.8586  -3.4189  -2.4879
C  7.3327  2.9069  0.0623
Cl  6.0743  4.0836  -0.3444
Cl  8.8069  3.7011  0.6207
H  6.9580  2.2617  0.8507
H  7.5606  2.3230  -0.8218
C  0.2794  -3.6755  5.4476
Cl  -0.9710  -4.6982  4.7300
Cl  1.6406  -3.4375  4.3503
H  -0.1563  -2.7090  5.6758
H  0.6403  -4.1452  6.3554

- molecular weight (Da) = 1035.6
- gap between HOMO and LUMO (eV) = 7.29
- HOMO level (eV) = -7.601
- net charge = 0

Löwdin atomic charges, in units of e: number 1, N, carries -0.39; number 2, P, carries 0.77; number 3, O, carries -0.33; number 4, C, carries -0.29; number 5, C, carries -0.09; number 6, C, carries -0.06; number 7, C, carries 0.00; number 8, C, carries -0.08; number 9, C, carries -0.13; number 10, C, carries -0.31; number 11, O, carries 0.09; number 12, C, carries -0.12; number 13, C, carries -0.01; number 14, C, carries -0.07; number 15, C, carries -0.15; number 16, C, carries -0.17; number 17, C, carries -0.13; number 18, C, carries -0.27; number 19, O, carries 0.13; number 20, H, carries 0.02; number 21, H, carries -0.07; number 22, H, carries -0.04; number 23, H, carries 0.10; number 24, H, carries 0.11; number 25, H, carries 0.12; number 26, H, carries 0.12; number 27, H, carries 0.11; number 28, H, carries 0.11; number 29, H, carries 0.12; number 30, C, carries -0.95; number 31, Cl, carries 0.47; number 32, Cl, carries 0.64; number 33, H, carries 0.02; number 34, H, carries 0.01; number 35, C, carries -1.03; number 36, Cl, carries 0.51; number 37, Cl, carries 0.72; number 38, H, carries -0.09; number 39, H, carries 0.02; number 40, C, carries -1.01; number 41, Cl, carries 0.49; number 42, Cl, carries 0.50; number 43, H, carries 0.03; number 44, H, carries 0.03; number 45, C, carries -0.99; number 46, Cl, carries 0.51; number 47, Cl, carries 0.60; number 48, H, carries 0.03; number 49, H, carries 0.03; number 50, C, carries -1.04; number 51, Cl, carries 0.47; number 52, Cl, carries 0.49; number 53, H, carries 0.00; number 54, H, carries -0.03; number 55, C, carries -1.01; number 56, Cl, carries 0.51; number 57, Cl, carries 0.52; number 58, H, carries 0.03; number 59, H, carries 0.03; number 60, C, carries -0.97; number 61, Cl, carries 0.56; number 62, Cl, carries 0.60; number 63, H, carries 0.03; number 64, H, carries 0.03; number 65, C, carries -1.00; number 66, Cl, carries 0.58; number 67, Cl, carries 0.52; number 68, H, carries 0.03; number 69, H, carries 0.03; number 70, C, carries -1.01; number 71, Cl, carries 0.50; number 72, Cl, carries 0.50; number 73, H, carries 0.02; number 74, H, carries 0.03

# 2
Below is 2 unconnected molecules or ions with the total composition C5H14 in a non-equilibrium geometry, with properties calculated with ωB97M-V/def2-TZVPD.

Geometry (Å):
C  1.0576  0.8709  -0.5059
C  0.7281  -0.3812  -1.2133
C  1.4356  -0.6027  -2.6099
H  1.2994  1.7372  -1.1164
H  1.9636  0.5866  0.0644
H  0.2081  1.1732  0.1759
H  1.0939  -1.3456  -0.6707
H  -0.3313  -0.5797  -1.2626
H  2.4686  -0.0895  -2.4568
H  1.4781  -1.6742  -2.7965
H  0.8111  0.0665  -3.2412
C  -0.9035  -0.3386  2.0526
C  -2.0817  0.4851  1.8522
H  -1.0211  -0.8989  3.0311
H  -0.8047  -1.1494  1.2422
H  0.0748  0.1257  2.0167
H  -2.1903  0.9462  0.9515
H  -2.3733  1.2163  2.6566
H  -2.9130  -0.1478  1.8302

- molecular weight (Da) = 74.2
- ΔE to the lowest compared entry with this formula, charge and spin (kJ/mol) = 123.7
- SMILES string = CCC.CC
- gap between HOMO and LUMO (eV) = 11.71
- HOMO level (eV) = -10.588
- net charge = 0

Löwdin atomic charges, in units of e: number 1, C, carries -0.15; number 2, C, carries -0.38; number 3, C, carries -0.11; number 4, H, carries 0.07; number 5, H, carries 0.09; number 6, H, carries 0.07; number 7, H, carries 0.12; number 8, H, carries 0.08; number 9, H, carries 0.10; number 10, H, carries 0.06; number 11, H, carries 0.07; number 12, C, carries -0.20; number 13, C, carries -0.20; number 14, H, carries 0.09; number 15, H, carries 0.09; number 16, H, carries 0.04; number 17, H, carries 0.03; number 18, H, carries 0.10; number 19, H, carries 0.05

# 3
Below is 2 unconnected molecules or ions with the total composition C3H7NO2 in a non-equilibrium geometry, with properties calculated with ωB97M-V/def2-TZVPD.

Geometry (Å):
O  1.5310  0.6921  0.5424
C  0.2926  0.0891  0.3905
C  -0.1320  -0.8980  -0.3694
C  0.4938  -0.8343  -1.8275
O  1.8678  -0.7436  -1.7000
N  -1.3434  1.0071  2.0558
H  -0.3349  0.6252  1.1075
H  -1.0713  -1.3377  -0.1889
H  0.1193  0.1149  -2.3656
H  -0.0291  -1.6290  -2.3285
H  1.9115  0.5150  -0.3304
H  -1.2376  0.6937  2.9328
H  -2.0678  1.7056  2.0813

- molecular weight (Da) = 89.1
- ΔE to the lowest compared entry with this formula, charge and spin (kJ/mol) = 967.6
- gap between HOMO and LUMO (eV) = 4.93
- HOMO level (eV) = -8.759
- net charge = 0

Löwdin atomic charges, in units of e: number 1, O, carries 0.10; number 2, C, carries -0.11; number 3, C, carries 0.08; number 4, C, carries -0.30; number 5, O, carries -0.15; number 6, N, carries 0.02; number 7, H, carries 0.00; number 8, H, carries 0.12; number 9, H, carries 0.14; number 10, H, carries 0.12; number 11, H, carries 0.08; number 12, H, carries -0.08; number 13, H, carries -0.01

# 4
Below is a molecular structure, C4H10N2O in a non-equilibrium geometry, with properties calculated with ωB97M-V/def2-TZVPD.

Geometry (Å):
C  -0.5301  -1.9294  -0.5574
C  0.4204  -1.1135  -1.4175
N  1.2023  -0.0512  -0.7853
C  0.5957  1.2022  -0.3320
C  -0.4259  0.9037  0.8075
N  0.3278  0.7560  2.0234
O  -1.5689  0.6682  0.4068
H  -1.5085  -1.4481  -0.7163
H  -0.4866  -1.7381  0.5089
H  -0.5840  -2.9861  -0.8271
H  -0.1520  -0.7191  -2.2941
H  1.2034  -1.7396  -1.8636
H  2.0346  0.1368  -1.3190
H  0.1410  1.6529  -1.2450
H  1.1987  1.8959  0.2724
H  -0.2612  0.8005  2.8596
H  -0.0033  -0.1680  1.3553

- molecular weight (Da) = 102.1
- ΔE to the lowest compared entry with this formula, charge and spin (kJ/mol) = 451.2
- gap between HOMO and LUMO (eV) = 9.66
- HOMO level (eV) = -8.793
- net charge = 0

Löwdin atomic charges, in units of e: number 1, C, carries -0.09; number 2, C, carries -0.28; number 3, N, carries -0.09; number 4, C, carries -0.15; number 5, C, carries -0.58; number 6, N, carries 0.15; number 7, O, carries 0.04; number 8, H, carries 0.07; number 9, H, carries 0.05; number 10, H, carries 0.08; number 11, H, carries 0.12; number 12, H, carries 0.11; number 13, H, carries 0.10; number 14, H, carries 0.13; number 15, H, carries 0.11; number 16, H, carries 0.09; number 17, H, carries 0.13

# 5
Below is 4 unconnected molecules or ions with the total composition CH6O2 in a non-equilibrium geometry, with properties calculated with ωB97M-V/def2-TZVPD.

Geometry (Å):
C  -1.5108  0.0142  -0.6330
H  3.9685  0.6133  0.2555
H  2.1361  -0.5136  0.7216
H  -1.2470  -0.1432  1.5210
H  -0.7129  -0.2647  -1.3740
H  -2.5187  -0.4313  -1.2085
H  -1.5245  1.0698  -0.2878
O  2.5363  0.6121  0.5614
O  -1.1270  -0.9565  0.4439

- molecular weight (Da) = 50.1
- ΔE to the lowest compared entry with this formula, charge and spin (kJ/mol) = 597.2
- gap between HOMO and LUMO (eV) = 9.70
- HOMO level (eV) = -10.053
- net charge = 0

Löwdin atomic charges, in units of e: number 1, C, carries -0.20; number 2, H, carries 0.26; number 3, H, carries 0.14; number 4, H, carries 0.27; number 5, H, carries 0.06; number 6, H, carries 0.12; number 7, H, carries 0.06; number 8, O, carries -0.41; number 9, O, carries -0.31

# 6
Below is 2 unconnected molecules or ions with the total composition C4H8O2, with properties calculated with ωB97M-V/def2-TZVPD.

Geometry (Å):
C  -0.4063  -1.1703  -1.6639
O  0.1700  -0.2102  -0.7910
C  0.4522  -0.6457  0.4495
C  0.8994  0.1645  1.4201
C  1.1186  1.6016  1.2244
O  1.5801  2.3313  2.0791
H  -0.5488  -0.6675  -2.6212
H  -1.3768  -1.5137  -1.2854
H  0.2663  -2.0264  -1.7963
H  0.3010  -1.7129  0.6218
H  1.1279  -0.2509  2.3958
H  0.8339  1.9983  0.2296
H  -2.5738  1.1178  -0.1618
H  -1.8437  0.9842  -0.1005

- molecular weight (Da) = 88.1
- ΔE to the lowest compared entry with this formula, charge and spin (kJ/mol) = 277.4
- SMILES string = CO/C=C\C=O.[H][H]
- gap between HOMO and LUMO (eV) = 10.01
- HOMO level (eV) = -9.458
- net charge = 0

Löwdin atomic charges, in units of e: number 1, C, carries -0.08; number 2, O, carries -0.17; number 3, C, carries -0.17; number 4, C, carries -0.05; number 5, C, carries -0.28; number 6, O, carries 0.03; number 7, H, carries 0.10; number 8, H, carries 0.09; number 9, H, carries 0.09; number 10, H, carries 0.13; number 11, H, carries 0.11; number 12, H, carries 0.12; number 13, H, carries 0.05; number 14, H, carries 0.03